(P)
Here is a cluster of 2 separate species, C5H9F2N in total from the OMol25 dataset. Energies are from wB97M-V/def2-TZVPD.

- molar mass (g/mol) = 121.1
- orbital gap (eV) = 9.6
- HOMO (eV) = -8.93

The geometry in XYZ format:
```
17
C5H9F2N (wB97M-V/def2-TZVPD)
C 0.6437 -0.0867 0.9994
C -0.1980 0.1855 -0.2336
C 1.2513 0.4531 -0.2407
C -1.2653 1.3391 -0.3420
C -0.5666 -0.9683 -1.2005
N 0.7516 -1.3208 1.6024
F 1.6274 1.7738 -0.3356
F 2.1512 -0.3444 -0.9258
H 0.5057 1.2048 2.1429
H -1.7210 1.5565 0.5818
H -1.9792 0.9542 -0.9210
H -0.9386 2.2646 -0.8651
H -0.9739 -0.4793 -2.0277
H -1.3781 -1.5677 -0.8427
H 0.2340 -1.7112 -1.4778
H 1.6852 -1.7833 1.6996
H 0.1707 -1.4698 2.3864
```

Mulliken population analysis, charges in e, atoms 1 to 5:
1 C -0.222
2 C 1.000
3 C 0.485
4 C -1.602
5 C -1.696

***

(Q)
Here is a structure of composition C5H9F2N from the OMol25 dataset. Energies are from wB97M-V/def2-TZVPD.

- molar mass (g/mol) = 121.1
- orbital gap (eV) = 9.3
- HOMO (eV) = -8.77

The geometry in XYZ format:
```
17
C5H9F2N (wB97M-V/def2-TZVPD)
C 1.5637 -1.4058 0.0558
C 0.6970 -0.1265 0.0390
C -0.7775 0.1878 -0.7798
C -1.4354 0.6643 0.4782
C -0.2916 -0.1615 1.2720
H 2.4594 -1.0652 0.7770
H 1.8653 -1.8342 -1.0468
H 1.2135 -2.3239 0.5453
H 1.1817 0.8238 0.1988
H -1.2677 -0.7226 -1.0596
H 0.7035 1.2280 -2.2681
H -1.1187 2.0290 -1.1184
H -2.4845 0.2859 0.2838
H -0.6488 -1.1624 1.5628
N -0.6577 1.0494 -1.8424
F -1.3347 2.0343 0.6175
F 0.3323 0.4997 2.2851
```

Mulliken population analysis, charges in e, atoms 1 to 5:
1 C -1.169
2 C -0.471
3 C -0.037
4 C -0.200
5 C 0.174

***

(P) is the most stable structure; the next one sits 189.4 kJ/mol above it.

***

(P)
Here is a cluster of 2 separate species, C9H15FNO2 in total from the OMol25 dataset. Energies are from wB97M-V/def2-TZVPD.

- charge = -1
- molar mass (g/mol) = 188.2
- orbital gap (eV) = 7.1
- HOMO (eV) = -3.65

The geometry in XYZ format:
```
28
C9H15FNO2 (wB97M-V/def2-TZVPD)
C -1.9485 1.9772 -0.1386
C -2.1495 -1.6954 -0.9715
C -2.0955 -1.7012 0.5326
C -2.7140 -0.3160 -1.2769
C -2.1813 -0.4380 0.9301
C 2.0470 0.7059 -1.0757
C 1.4850 -0.7620 0.9691
C 3.3501 0.8349 1.0577
C 1.9713 0.5560 0.4314
N -2.4607 0.4840 -0.0157
O -2.2472 2.7509 0.7197
O -1.3283 2.0844 -1.1666
F -2.2128 0.0943 2.2183
H -1.2336 -1.8517 -1.5111
H -2.8187 -2.5107 -1.3223
H -1.7361 -2.5516 1.0649
H 1.1054 1.3076 0.7107
H -2.2070 0.2195 -2.1404
H -3.7391 -0.3594 -1.5264
H 1.0102 0.4197 -1.4190
H 2.8726 0.0720 -1.4221
H 2.2302 1.6952 -1.4338
H 2.0810 -1.6950 0.7957
H 1.3394 -0.7175 2.0556
H 0.6414 -1.1270 0.4302
H 4.1398 0.4530 0.3133
H 3.2594 0.1768 1.8516
H 3.5395 1.8942 1.3394
```

Mulliken population analysis, charges in e, atoms 1 to 5:
1 C 0.543
2 C -0.364
3 C -0.861
4 C -0.731
5 C 0.490

***

(Q)
Here is a cluster of 2 separate species, C9H15FNO2 in total from the OMol25 dataset. Energies are from wB97M-V/def2-TZVPD.

- charge = -1
- molar mass (g/mol) = 188.2
- orbital gap (eV) = 7.3
- HOMO (eV) = -3.72

The geometry in XYZ format:
```
28
C9H15FNO2 (wB97M-V/def2-TZVPD)
C 2.4042 0.8371 -0.9617
C 0.6602 3.6474 0.6735
C 1.4536 3.0605 1.7457
C 0.6678 2.5470 -0.4716
C 1.9666 1.8916 1.2340
C -0.2463 -1.2172 -1.6649
C -0.6253 -0.8667 0.8367
C -0.3971 -3.1922 -0.1675
C 0.0829 -1.7581 -0.2527
N 1.6078 1.5396 0.0389
O 2.8718 -0.1676 -0.4852
O 2.4029 1.2745 -2.0995
F 2.7702 1.1299 1.9716
H -0.4510 4.0416 0.8782
H 1.0721 4.5989 0.3037
H 1.8116 3.5948 2.6187
H 1.0722 -1.8497 -0.1060
H -0.3730 2.0865 -0.5150
H 0.9990 2.7743 -1.4650
H -0.0763 -0.0677 -1.5178
H -1.1462 -1.7318 -2.0237
H 0.7294 -1.3823 -2.2571
H -1.5971 -0.4895 0.5587
H -0.6669 -1.3721 1.8176
H -0.3011 0.1646 1.1138
H -1.4217 -3.2771 -0.4295
H -0.0036 -3.5158 0.8462
H 0.0228 -3.8734 -0.9896
```

Mulliken population analysis, charges in e, atoms 1 to 5:
1 C 0.523
2 C -0.396
3 C -0.754
4 C -0.807
5 C 0.417

***

(P) is the most stable structure; the next one sits 52.6 kJ/mol above it.

***

(P)
Here is a cluster of 6 separate species, C12H36O6S6 in total from the OMol25 dataset. Energies are from wB97M-V/def2-TZVPD.

- molar mass (g/mol) = 468.8
- orbital gap (eV) = 8.5
- HOMO (eV) = -8.22

The geometry in XYZ format:
```
60
C12H36O6S6 (wB97M-V/def2-TZVPD)
C 2.2125 -4.5533 0.1370
S 2.9729 -3.4824 1.4536
O 3.5233 -4.4137 2.5523
C 4.4250 -3.0754 0.3563
H 2.5101 -4.0791 -0.7982
H 1.1277 -4.4670 0.0744
H 2.6679 -5.5436 0.1446
H 4.7291 -4.0733 0.0404
H 5.2579 -2.6933 0.9466
H 4.2444 -2.4374 -0.5089
C -0.0069 0.3263 1.4662
S 1.5864 0.1958 0.4885
O 1.6349 -1.1371 -0.2594
C 1.1203 1.5146 -0.7299
H -0.0274 -0.3447 2.3249
H -0.8697 0.0011 0.8849
H -0.1928 1.3416 1.8165
H 0.8750 2.4742 -0.2748
H 0.1483 1.1747 -1.0875
H 1.8449 1.6650 -1.5301
C 0.8477 5.7460 2.5125
S 2.1581 4.4896 1.9350
O 1.6309 3.1459 2.2564
C 2.0766 4.7519 0.0798
H 0.9574 6.7454 2.0913
H 0.6555 5.9166 3.5718
H -0.0521 5.2927 2.0966
H 1.0976 4.5560 -0.3575
H 2.8471 4.2088 -0.4675
H 2.2844 5.8081 -0.0919
C -3.1237 -2.1990 -0.5706
S -3.1358 -0.2873 -0.7707
O -2.4309 0.0567 -2.1107
C -4.9108 -0.0131 -1.2158
H -3.8274 -2.4936 0.2080
H -2.1227 -2.6294 -0.5430
H -3.4990 -2.6118 -1.5070
H -5.4764 -0.3422 -0.3440
H -5.1766 -0.8059 -1.9150
H -5.1258 1.0320 -1.4385
C -4.9733 -0.8805 2.6036
S -3.2487 -0.5088 3.2306
O -2.9881 0.9606 2.8347
C -3.6443 -0.6446 5.0591
H -5.1150 -0.3195 1.6799
H -5.8114 -0.6480 3.2606
H -5.0991 -1.9318 2.3444
H -4.1515 -1.5300 5.4424
H -4.2805 0.1701 5.4052
H -2.7682 -0.4954 5.6903
C 2.7846 -0.2782 -3.4289
S 3.6358 -0.6244 -5.1060
O 3.5341 -2.1411 -5.2464
C 2.3442 0.0942 -6.2153
H 2.8038 0.8046 -3.3058
H 3.3005 -0.8421 -2.6518
H 1.7592 -0.6455 -3.3881
H 2.6613 -0.3087 -7.1771
H 2.4629 1.1666 -6.0605
H 1.3358 -0.1581 -5.8874
```

Mulliken population analysis, charges in e, atoms 1 to 5:
1 C -0.815
2 S 0.529
3 O -0.677
4 C -0.809
5 H 0.234

***

(Q)
Here is a cluster of 6 separate species, C12H36O6S6 in total from the OMol25 dataset. Energies are from wB97M-V/def2-TZVPD.

- molar mass (g/mol) = 468.8
- orbital gap (eV) = 9.0
- HOMO (eV) = -8.99

The geometry in XYZ format:
```
60
C12H36O6S6 (wB97M-V/def2-TZVPD)
C -41.1697 1.1151 -33.0456
S -42.5664 1.6971 -32.0089
O -43.2853 2.7204 -32.8891
C -43.4590 0.0074 -32.2618
H -40.6103 0.4444 -32.3935
H -40.4980 1.9040 -33.3843
H -41.4841 0.5287 -33.9089
H -42.9070 -0.8217 -31.8190
H -43.9929 -0.2250 -33.1833
H -44.3616 0.0933 -31.6568
C -34.1224 -3.3246 -30.3285
S -33.1693 -4.8365 -30.3158
O -32.9797 -5.4662 -28.9200
C -31.5884 -4.1065 -30.8521
H -34.0065 -2.6537 -31.1797
H -33.7673 -2.7121 -29.4998
H -35.1508 -3.4824 -30.0036
H -30.8780 -4.9019 -31.0776
H -31.1888 -3.3885 -30.1360
H -31.6401 -3.6127 -31.8224
C -36.3624 6.5703 -23.4718
S -36.2682 6.9608 -21.6168
O -37.6940 6.7984 -21.0861
C -36.1884 8.7886 -21.6439
H -37.1889 7.0601 -23.9867
H -36.4290 5.4935 -23.6268
H -35.4096 6.8101 -23.9439
H -36.8856 9.3004 -22.3073
H -35.1687 9.1113 -21.8539
H -36.3518 9.1900 -20.6437
C -38.3647 -2.8385 -35.8814
S -37.7542 -2.4609 -34.1873
O -37.5887 -0.9491 -34.1271
C -39.0773 -3.0056 -33.0522
H -37.7297 -2.3478 -36.6191
H -39.2624 -2.2313 -35.9974
H -38.3420 -3.9183 -36.0282
H -38.7906 -2.7389 -32.0350
H -39.2727 -4.0734 -33.1519
H -40.0609 -2.5920 -33.2751
C -36.3162 1.2317 -29.2959
S -36.2560 2.8672 -28.5178
O -36.7633 2.4034 -27.1471
C -34.4367 2.7254 -28.3456
H -37.3171 0.8123 -29.3980
H -35.6726 0.4944 -28.8161
H -35.9115 1.4391 -30.2865
H -34.1640 1.8262 -27.7933
H -33.9220 3.5524 -27.8565
H -33.9186 2.7384 -29.3045
C -39.1705 -1.1563 -25.7307
S -40.5652 -0.4198 -26.6962
O -41.6973 -1.4963 -26.4442
C -40.9936 0.9387 -25.4514
H -39.6571 -1.4473 -24.7998
H -38.3292 -0.5233 -25.4482
H -38.8356 -2.1084 -26.1423
H -40.1413 1.6143 -25.3792
H -41.4622 0.6028 -24.5263
H -41.7190 1.5845 -25.9461
```

Mulliken population analysis, charges in e, atoms 1 to 5:
1 C -0.841
2 S 0.501
3 O -0.623
4 C -1.032
5 H 0.279

***

(P) is the most stable structure; the next one sits 76.3 kJ/mol above it.

***

(P)
Here is an isolated molecule of C9H10N2 from the OMol25 dataset. Energies are from wB97M-V/def2-TZVPD.

- molar mass (g/mol) = 146.2
- orbital gap (spin up / spin down) (eV) = 7.6 / 7.6
- HOMO (spin up / spin down) (eV) = -7.31 / -7.31

The geometry in XYZ format:
```
21
C9H10N2 (wB97M-V/def2-TZVPD)
C 3.2521 -0.4431 0.5186
C 2.8633 0.8233 0.0908
C 1.1740 -0.5749 -0.0204
C -0.8381 -2.2779 -0.4309
C -2.2038 -1.8386 -0.1923
C -0.0860 -1.1788 -0.0767
C -2.1091 -0.5865 0.2927
C -3.0865 0.4579 0.8467
C 0.8790 1.9535 -0.7203
N 2.2242 -1.3481 0.4247
N 1.5434 0.7163 -0.2688
H 4.2887 -0.5800 0.8787
H 3.3004 1.7916 -0.2191
H -0.5910 -3.1091 -0.9871
H -3.0912 -2.3567 -0.4814
H -4.0246 -0.0304 0.6365
H -2.9661 1.3491 0.2501
H -2.7805 0.4910 1.8764
H 1.6497 2.4124 -1.3611
H -0.1096 1.7506 -1.1949
H 0.7118 2.5784 0.1378
```

Mulliken population analysis, charges in e, atoms 1 to 5:
1 C -0.393
2 C -0.182
3 C 0.557
4 C -0.964
5 C -0.016

***

(Q)
Here is an isolated molecule of C9H10N2 from the OMol25 dataset. Energies are from wB97M-V/def2-TZVPD.

- SMILES = C/C=C1/C=CN=C1[C@@H](C)C#N
- molar mass (g/mol) = 146.2
- orbital gap (eV) = 8.6
- HOMO (eV) = -8.95

The geometry in XYZ format:
```
21
C9H10N2 (wB97M-V/def2-TZVPD)
C -0.1201 -2.3250 -0.2970
C 1.1029 -1.5391 -0.5356
C 1.2118 -0.2513 -0.4663
C 2.4813 0.4766 -0.6202
C 2.1491 1.7819 -0.3893
N 0.7840 1.9461 -0.2407
C 0.2190 0.7719 -0.2378
C -1.2710 0.7414 0.0851
C -1.9467 2.1222 0.3871
C -1.8835 0.0731 -1.0047
N -2.3596 -0.3315 -1.9567
H -0.6536 -1.9130 0.5688
H 0.1903 -3.3131 -0.0493
H -0.7186 -2.0272 -1.1108
H 1.9490 -2.1160 -0.8650
H 3.4404 0.0243 -0.7319
H 2.7415 2.6349 -0.6364
H -1.3507 0.0720 1.0638
H -1.1287 2.8369 0.1091
H -2.8884 2.1826 -0.1552
H -1.9717 2.3254 1.4673
```

Mulliken population analysis, charges in e, atoms 1 to 5:
1 C -1.357
2 C 0.157
3 C 0.951
4 C -1.031
5 C -0.620

***

(R)
Here is an isolated molecule of C9H10N2 from the OMol25 dataset. Energies are from wB97M-V/def2-TZVPD.

- SMILES = C[C@@]1(n2cccc2)C=CC=N1
- molar mass (g/mol) = 146.2
- orbital gap (eV) = 8.7
- HOMO (eV) = -8.18

The geometry in XYZ format:
```
21
C9H10N2 (wB97M-V/def2-TZVPD)
C 0.5858 2.0558 -0.4966
C 0.0892 0.7222 0.1959
N 0.3050 -0.5787 -0.5170
C 1.2336 -1.5280 -0.2425
C 1.0257 -2.5897 -1.0560
C -0.1303 -2.3565 -1.8589
C -0.5162 -1.0363 -1.5546
C 0.3220 0.5882 1.6302
C -0.7359 0.8719 2.3835
C -1.9133 1.2724 1.4904
N -1.6537 1.0899 0.2779
H 0.1638 2.9394 0.0204
H 0.2093 2.0791 -1.5465
H 1.6573 2.0912 -0.4837
H 2.0312 -1.4194 0.4841
H 1.6100 -3.5475 -1.1584
H -0.5679 -3.0348 -2.5610
H -1.2167 -0.3464 -2.0311
H 1.2844 0.1218 1.8326
H -0.8074 1.0342 3.4005
H -2.9758 1.5713 1.7908
```

Mulliken population analysis, charges in e, atoms 1 to 5:
1 C -1.203
2 C 1.096
3 N 0.370
4 C -0.267
5 C -0.488

***

(Q) is the most stable structure; the next one sits 21.2 kJ/mol above it.

***

(P)
Here is a structure of composition C2H2NO2S2 from the OMol25 dataset. Energies are from wB97M-V/def2-TZVPD.

- charge = -1
- molar mass (g/mol) = 136.2
- orbital gap (eV) = 7.4
- HOMO (eV) = -3.88

The geometry in XYZ format:
```
9
C2H2NO2S2 (wB97M-V/def2-TZVPD)
C -0.0802 0.4860 0.0157
C 1.3251 0.2789 -1.3305
N -0.4295 -0.5984 0.6427
O 1.8823 1.2974 -1.6119
O -1.5924 -0.7308 1.4973
S 1.4299 -1.3545 -1.5391
S -0.7736 1.9440 0.5440
H 0.1376 -1.4488 0.5109
H -1.8992 0.1261 1.2710
```

Mulliken population analysis, charges in e, atoms 1 to 5:
1 C 0.134
2 C 0.453
3 N -0.096
4 O -0.502
5 O -0.343

***

(Q)
Here is a cluster of 2 separate species, C2H2NO2S2 in total from the OMol25 dataset. Energies are from wB97M-V/def2-TZVPD.

- charge = -1
- molar mass (g/mol) = 136.2
- orbital gap (eV) = 5.7
- HOMO (eV) = -2.93

The geometry in XYZ format:
```
9
C2H2NO2S2 (wB97M-V/def2-TZVPD)
C -1.4105 0.2334 -0.0434
C 2.5720 -1.0720 -1.2881
N -0.9604 0.6393 1.2081
O 2.7054 -1.8378 -2.1878
O -0.6781 0.0154 -0.9553
S 2.5293 -0.1251 -0.0705
S -3.2149 0.0863 0.0112
H 0.0625 0.8878 1.4307
H -1.6053 1.1726 1.8951
```

Mulliken population analysis, charges in e, atoms 1 to 5:
1 C 0.309
2 C 0.683
3 N -0.395
4 O -0.403
5 O -0.558

***

(Q) is the most stable structure; the next one sits 237.1 kJ/mol above it.